1.
# C42H45N3O3PRuS3SeSi

A molecular structure, C42H45N3O3PRuS3SeSi (wB97M-V/def2-TZVPD, OMol25).

LUMO energy (alpha / beta) = 0.157 / 0.157 Eh
ΔE to the lowest compared entry with this formula, charge and spin = 0.840 eV
Kohn-Sham gap (alpha / beta) = 6.43 / 6.34 eV
2S+1 = 2
E = -172503.411 eV
net charge = -2
E_HOMO (alpha / beta) = -2.17 / -2.08 eV

Geometry as XYZ:
```
100
Properties=species:S:1:pos:R:3:forces:R:3
Ru -0.749659 -1.098612 0.472456 -0.093 0.037 0.447
O -2.206013 1.593042 1.849668 -0.109 0.099 0.037
C -2.468697 2.389495 0.728698 0.032 0.058 0.071
C -1.715331 1.893071 -0.543127 -0.081 0.085 -0.143
O -1.658059 2.665026 -1.502654 0.009 -0.036 0.037
O -1.258261 0.709253 -0.555267 0.227 -0.036 0.136
C -1.982915 3.795894 1.088735 -0.034 0.005 -0.015
C -2.271350 4.898223 0.287302 -0.003 -0.013 0.049
C -1.811436 6.159466 0.630849 -0.001 0.004 0.003
C -1.053350 6.342520 1.781440 -0.009 0.002 -0.017
C -0.760428 5.248602 2.579576 0.014 -0.014 0.000
C -1.221975 3.982715 2.237703 0.066 -0.003 -0.024
C -3.984050 2.405658 0.443778 0.003 0.019 0.004
C -4.849347 2.153707 1.505668 -0.030 0.015 0.023
C -6.223920 2.170694 1.323785 0.013 -0.003 0.003
C -6.761741 2.437558 0.072998 0.003 -0.001 -0.011
C -5.907083 2.682054 -0.991564 -0.017 0.004 -0.019
C -4.530256 2.666770 -0.810872 0.040 -0.034 -0.002
H -2.343865 0.656120 1.630951 0.165 0.055 0.025
H -2.842651 4.760533 -0.618506 -0.016 0.001 -0.015
H -2.041321 7.003888 -0.008829 0.002 0.004 0.001
H -0.689305 7.328533 2.046543 -0.001 0.001 -0.002
H -0.157502 5.370858 3.472025 -0.002 -0.001 -0.003
H -0.976227 3.124110 2.846877 -0.012 -0.002 0.000
H -4.430979 1.927518 2.476584 0.018 -0.013 -0.005
H -6.875283 1.959219 2.163337 -0.004 0.000 0.000
H -7.835463 2.440323 -0.073534 -0.002 0.000 -0.001
H -6.311012 2.876279 -1.978546 -0.001 -0.001 -0.001
H -3.866228 2.838780 -1.647738 -0.003 0.011 -0.004
S -3.514705 -4.222914 2.522979 0.015 -0.004 -0.069
C -2.558745 -3.036913 1.851663 -0.081 0.085 0.193
S -0.910214 -3.261557 1.408670 0.124 0.034 -0.227
S -3.081121 -1.426099 1.472721 0.158 -0.212 0.088
C 6.683202 -0.121082 3.071843 -0.003 -0.003 0.001
C 5.180705 -0.182215 2.976464 -0.027 0.029 0.023
C 4.403400 0.959327 3.099684 -0.022 -0.035 0.093
C 3.018392 0.927213 2.960810 -0.007 -0.021 0.094
C 2.243136 2.211061 3.057779 0.024 -0.004 -0.016
C 2.374728 -0.295153 2.715034 0.042 0.043 -0.137
Se 0.458691 -0.322522 2.628402 -0.510 -0.174 -0.221
C 3.142701 -1.469861 2.648823 -0.037 -0.053 0.038
C 2.507970 -2.820401 2.482106 -0.022 0.042 0.015
C 4.528156 -1.388245 2.757118 -0.005 -0.012 0.035
H 7.017558 0.887309 3.321183 0.000 0.002 0.002
H 7.151361 -0.403387 2.125198 0.002 0.000 -0.005
H 7.064285 -0.801252 3.837979 0.000 -0.001 -0.003
H 4.887016 1.916333 3.276518 0.000 0.000 -0.012
H 2.918192 3.059568 3.185507 0.012 0.005 0.000
H 1.543356 2.180928 3.896827 -0.004 0.010 -0.020
H 1.641373 2.367745 2.160579 0.009 -0.009 -0.042
H 1.536760 -2.856461 2.973312 -0.017 -0.008 0.062
H 3.156513 -3.599073 2.890422 0.018 -0.016 -0.022
H 2.333298 -3.047140 1.428480 0.093 0.139 0.475
H 5.108816 -2.304274 2.681415 0.003 0.000 -0.001
C 3.797806 3.161895 -0.343819 0.002 -0.011 0.022
C 2.511899 3.215500 -0.869392 -0.018 -0.006 0.001
C 1.761651 2.054753 -0.990453 -0.023 0.016 -0.037
C 2.259105 0.814165 -0.569321 -0.003 0.030 0.020
C 3.545946 0.787538 -0.030639 -0.002 0.023 -0.103
C 4.313126 1.943198 0.070825 0.002 0.029 -0.080
Si 1.179117 -0.732270 -0.825842 0.175 -0.107 -0.070
C 2.440610 -2.149912 -1.108221 0.000 0.017 -0.070
C 3.606477 -1.963463 -1.860328 -0.026 -0.021 0.006
C 4.482709 -3.007873 -2.120343 0.018 0.014 0.003
C 4.214893 -4.280554 -1.629869 -0.006 0.003 0.019
C 3.064843 -4.493865 -0.885444 -0.007 -0.030 -0.035
C 2.194688 -3.438735 -0.633703 -0.089 -0.073 -0.357
H 4.388454 4.066525 -0.248166 0.006 0.005 -0.005
H 2.087532 4.161981 -1.184945 0.002 -0.001 -0.004
H 0.771453 2.114994 -1.428938 -0.018 0.001 0.023
H 3.961983 -0.147626 0.329506 0.011 0.019 -0.028
H 5.307261 1.888935 0.501447 -0.012 0.002 -0.016
H 0.743521 -0.448087 -2.242603 0.033 -0.035 -0.034
H 3.832613 -0.976575 -2.249387 0.000 0.018 0.002
H 5.378734 -2.829795 -2.705085 0.000 0.001 0.000
H 4.899617 -5.097834 -1.826738 0.000 -0.002 -0.001
H 2.842931 -5.480557 -0.494455 -0.001 0.002 0.003
H 1.296093 -3.620829 -0.052822 -0.026 -0.042 -0.147
C -2.073756 -2.292838 -4.488181 -0.006 0.001 -0.004
N -3.098686 -1.650357 -3.672308 -0.001 0.004 0.000
C -4.074155 -2.657724 -3.264844 0.001 0.010 0.002
N -3.496313 -3.820531 -2.597463 -0.019 -0.015 0.003
C -2.478493 -4.391457 -3.466732 0.007 -0.002 0.003
N -1.436216 -3.449604 -3.860951 0.000 -0.008 0.006
C -0.626677 -3.049988 -2.700209 0.035 0.030 0.043
P -1.618971 -2.176505 -1.394240 -0.007 0.018 -0.146
C -2.501971 -0.991392 -2.502742 0.013 -0.027 -0.012
C -2.947019 -3.470770 -1.278655 -0.016 0.048 -0.002
H -1.306337 -1.556401 -4.734416 0.000 0.001 0.000
H -2.544816 -2.636160 -5.414930 0.002 0.001 0.000
H -4.591642 -3.009815 -4.163282 0.002 0.000 0.000
H -4.802453 -2.193272 -2.597485 -0.003 0.000 -0.003
H -2.970889 -4.749070 -4.377194 0.001 0.001 0.001
H -2.015179 -5.241658 -2.961088 0.000 0.001 0.000
H 0.187860 -2.407024 -3.033068 0.009 0.018 0.013
H -0.178003 -3.942359 -2.260909 0.039 -0.032 0.052
H -1.798823 -0.217802 -2.814471 -0.008 0.005 -0.003
H -3.278926 -0.495693 -1.916187 -0.008 0.000 -0.004
H -3.748618 -3.110222 -0.635440 0.003 0.015 0.010
H -2.534093 -4.363099 -0.806314 -0.003 0.000 0.010
```
Forces are in eV/Å.

=====

2.
# C49H39CaN7PS

A molecular structure, C49H39CaN7PS (wB97M-V/def2-TZVPD, OMol25).

LUMO energy = -0.086 Eh
ΔE to the lowest compared entry with this formula, charge and spin = 0.595 eV
Kohn-Sham gap = 8.04 eV
2S+1 = 1
E = -100440.152 eV
net charge = +1
E_HOMO = -10.37 eV

Geometry as XYZ:
```
98
Properties=species:S:1:pos:R:3:forces:R:3
Ca -0.289986 0.394865 1.729042 0.058 0.170 -0.225
C 2.676403 -2.665509 3.934444 0.193 -0.125 -0.009
N 1.448382 -1.910299 4.042706 -0.305 0.177 0.012
C 0.342110 -2.059041 3.279139 -0.131 -0.210 -0.152
N -0.565112 -1.146762 3.579635 -0.028 -0.196 -0.307
C -0.011419 -0.349649 4.552492 0.308 -0.190 0.367
C 1.255517 -0.803664 4.842074 0.019 0.030 -0.110
C 2.318570 -0.313019 5.735693 -0.085 -0.089 0.191
C 3.266033 0.580438 5.248373 0.019 -0.026 -0.118
C 4.280311 1.028635 6.075505 0.096 0.092 -0.040
C 4.355322 0.588370 7.386407 0.030 -0.015 0.102
C 3.414787 -0.304365 7.877172 -0.032 -0.028 0.017
C 2.396133 -0.758233 7.054138 -0.036 0.091 -0.089
C -0.781487 0.748709 5.138659 0.083 0.364 0.018
C -2.154903 0.604050 5.312553 -0.031 -0.013 -0.059
C -2.899518 1.645537 5.837786 -0.104 -0.013 0.005
C -2.283805 2.834423 6.192208 0.065 0.096 0.030
C -0.915238 2.987168 6.017569 0.005 -0.001 -0.010
C -0.163339 1.951698 5.488030 -0.125 -0.071 0.039
P 0.343761 -3.191321 1.829761 0.049 -0.074 -0.039
C -1.169193 -2.657826 0.987711 -0.009 -0.026 0.278
N -1.535291 -1.408210 0.739028 0.627 -0.088 0.045
C -2.765017 -1.449903 0.176285 -0.260 -0.331 -0.108
C -3.176761 -2.766619 0.080281 0.302 0.231 0.207
N -2.147283 -3.518022 0.607484 -0.118 0.551 -0.194
C -2.073846 -4.962889 0.638101 -0.024 -0.283 0.055
C -4.410506 -3.321721 -0.472286 -0.111 -0.058 -0.073
C -5.169728 -4.243917 0.245278 0.024 0.032 -0.011
C -6.348662 -4.735065 -0.286375 -0.088 -0.030 -0.054
C -6.782229 -4.302354 -1.531981 -0.011 -0.027 0.035
C -6.036146 -3.375973 -2.244915 -0.025 0.001 -0.027
C -4.852916 -2.886145 -1.719932 -0.015 -0.046 0.035
C -3.431480 -0.204376 -0.213574 0.004 0.162 -0.177
C -2.734510 0.720558 -0.993074 -0.034 0.002 0.104
C -3.317775 1.931868 -1.329294 0.020 -0.001 -0.007
C -4.604368 2.217823 -0.897796 0.026 0.047 -0.042
C -5.302445 1.297555 -0.130531 -0.059 0.012 0.030
C -4.720093 0.089857 0.216024 -0.046 -0.015 -0.037
C 1.630499 -2.221398 0.969584 -0.045 -0.123 0.006
N 1.775507 -0.903583 1.071592 -0.509 -0.098 0.229
C 3.041909 -0.608299 0.673189 0.163 -0.339 -0.123
C 3.684049 -1.779016 0.303897 -0.261 0.370 0.108
N 2.767692 -2.786013 0.494472 -0.048 0.515 0.075
C 2.940709 -4.181474 0.156981 0.004 -0.309 -0.012
C 5.046704 -1.975755 -0.188708 0.159 0.018 -0.079
C 5.919040 -2.864184 0.438594 -0.060 0.033 -0.023
C 7.217420 -3.003390 -0.019618 0.054 -0.048 0.027
C 7.655615 -2.252018 -1.098878 0.036 0.019 -0.035
C 6.795505 -1.358545 -1.719953 0.039 0.001 -0.025
C 5.494467 -1.219214 -1.269363 0.026 -0.033 0.049
C 3.571166 0.754009 0.792793 0.317 0.060 0.004
C 4.722214 0.962793 1.556355 -0.076 -0.014 -0.107
C 5.221773 2.241885 1.718127 0.043 0.037 0.015
C 4.575848 3.318799 1.126861 -0.044 0.057 -0.043
C 3.429761 3.117202 0.371849 0.086 0.106 0.044
C 2.932134 1.835944 0.197161 -0.033 -0.149 0.099
H 3.327670 -2.224138 3.174268 -0.009 -0.046 0.053
H 3.184077 -2.647258 4.896602 0.022 -0.031 -0.058
H 2.437907 -3.698441 3.675100 0.061 0.059 0.012
H 3.212667 0.925263 4.220357 -0.026 -0.004 0.015
H 5.011220 1.728015 5.695580 0.039 0.037 -0.019
H 5.146639 0.944901 8.030105 0.035 0.014 0.029
H 3.469426 -0.643332 8.902201 0.007 -0.007 0.026
H 1.649010 -1.444292 7.431478 -0.012 -0.022 0.013
H -2.633056 -0.326375 5.035855 0.004 -0.023 0.001
H -3.965742 1.528853 5.973005 -0.032 -0.011 0.003
H -2.871290 3.646222 6.598664 -0.001 0.016 0.007
H -0.434653 3.920301 6.278646 -0.002 0.003 -0.002
H 0.898305 2.082052 5.329299 0.036 -0.002 0.007
H -2.443430 -5.345175 1.589563 0.016 -0.054 -0.053
H -2.680446 -5.360280 -0.172151 0.029 -0.027 0.034
H -1.038499 -5.269010 0.502945 -0.074 -0.051 0.012
H -4.851849 -4.559393 1.231021 0.014 -0.002 0.020
H -6.936108 -5.447542 0.275757 -0.020 -0.018 0.007
H -7.704586 -4.684453 -1.944985 -0.044 -0.020 -0.012
H -6.375661 -3.035498 -3.213425 -0.005 0.003 -0.014
H -4.270009 -2.163597 -2.273965 0.045 0.036 -0.012
H -1.733804 0.485466 -1.342433 -0.019 -0.008 -0.016
H -2.765878 2.649971 -1.921016 0.003 0.002 0.007
H -5.064104 3.162077 -1.155361 0.007 0.018 -0.007
H -6.302682 1.528568 0.208628 -0.030 -0.003 0.014
H -5.260230 -0.623608 0.824945 -0.012 -0.024 0.015
H 2.936243 -4.792643 1.060378 0.019 -0.039 -0.071
H 2.138095 -4.501423 -0.506389 0.053 -0.031 0.037
H 3.892137 -4.294620 -0.353724 -0.024 -0.057 -0.008
H 5.587613 -3.433049 1.299024 -0.018 -0.014 0.026
H 7.890832 -3.691343 0.472175 0.022 -0.018 0.011
H 8.671088 -2.358916 -1.452858 0.036 -0.004 -0.016
H 7.138400 -0.769919 -2.558773 0.016 0.022 -0.029
H 4.823121 -0.520279 -1.748596 -0.049 0.027 -0.015
H 5.220073 0.120471 2.019967 0.014 -0.051 0.009
H 6.115122 2.401326 2.306059 0.038 0.004 0.025
H 4.967670 4.318432 1.254353 0.003 0.031 0.007
H 2.903091 3.943395 -0.082156 0.027 0.024 -0.012
H 2.045665 1.697892 -0.411506 0.051 -0.027 -0.008
S -1.158790 2.920263 1.761610 -0.111 0.176 0.233
C -0.169210 3.354356 0.480532 -0.158 -0.080 0.076
N 0.516763 3.650713 -0.403531 -0.053 -0.007 -0.235
```
Forces are in eV/Å.

=====

no.,strongest force on any atom (eV/Å)
1,0.58
2,0.63